This record from the Open Molecules 2025 dataset describes C2H7BrSi as an isolated structure. The level of theory is the ωB97M-V functional and the def2-TZVPD basis.

Cartesian coordinates (Å):
C: 0.50 1.22 -0.83
C: -0.62 -0.27 -0.39
Si: 0.18 -1.11 1.13
Br: -2.29 0.51 0.20
H: -0.07 1.70 -1.57
H: 0.68 1.81 0.08
H: 1.47 0.80 -1.27
H: -0.77 -0.78 -1.35
H: 1.38 -0.36 1.22
H: -0.73 -1.09 2.30
H: 0.27 -2.43 0.48

Values from the calculation:
Kohn-Sham gap	10.311	eV
E	-2943.82608	Ha
ΔE to the lowest compared entry with this formula, charge and spin	2.771	eV

This record from the Open Molecules 2025 dataset describes an isolated ion of composition C2H3N2S2 and charge +1. The level of theory is the ωB97M-V functional and the def2-TZVPD basis.

Cartesian coordinates (Å):
S: 1.35 -2.47 -1.20
C: 1.65 -0.92 -0.61
N: 0.83 0.05 -0.29
C: -0.46 0.23 0.01
N: -1.13 -0.54 0.81
S: -0.66 -2.14 1.14
H: 2.60 -0.68 -0.13
H: -0.93 1.21 -0.27
H: -2.13 -0.30 1.07

Values from the calculation:
Kohn-Sham gap (alpha / beta)	5.835 / 5.451	eV
E	-983.48298	Ha
net charge	+1
SMILES	S=C/N=C\[NH+]=S
ΔE to the lowest compared entry with this formula, charge and spin	3.814	eV

This record from the Open Molecules 2025 dataset describes C38H28IrN5 as an isolated structure. The level of theory is the ωB97M-V functional and the def2-TZVPD basis.

Cartesian coordinates (Å):
Ir: -0.24 -0.12 0.11
C: -5.17 -2.02 -1.52
C: -4.78 -2.40 -0.07
C: -3.67 -1.51 0.54
C: -3.39 -0.20 -0.11
C: -4.22 0.23 -1.18
C: -5.10 -0.57 -1.83
N: -2.28 0.49 0.30
C: -2.30 1.86 0.25
C: -3.44 2.66 0.51
C: -3.36 4.03 0.48
C: -2.15 4.69 0.20
C: -1.02 3.95 -0.04
C: -1.10 2.55 -0.02
N: -0.01 1.71 -0.24
N: 1.14 2.23 -0.55
C: 2.09 1.25 -0.63
C: 3.41 1.57 -0.96
C: 4.35 0.57 -1.02
C: 3.98 -0.74 -0.74
C: 2.67 -1.00 -0.41
N: 1.73 -0.03 -0.35
H: -6.11 -2.47 -1.82
H: -5.58 -2.70 0.61
H: -3.75 -1.39 1.62
H: -4.09 1.25 -1.53
H: -5.69 -0.17 -2.65
H: -4.37 2.16 0.74
H: -4.25 4.61 0.69
H: -2.11 5.77 0.19
H: -0.07 4.41 -0.25
H: 3.65 2.61 -1.17
H: 5.38 0.81 -1.28
H: 4.69 -1.55 -0.78
H: 2.32 -2.00 -0.18
C: -1.41 -2.61 0.46
C: -2.65 -2.64 0.17
C: -3.71 -3.42 -0.58
C: -3.96 -2.90 -2.04
C: -4.30 -3.96 -3.03
C: -4.41 -5.25 -2.70
C: -4.16 -5.72 -1.33
C: -3.81 -4.88 -0.35
H: -3.15 -2.27 -2.40
H: -4.46 -3.65 -4.06
H: -4.67 -5.98 -3.45
H: -4.25 -6.78 -1.13
H: -3.61 -5.25 0.65
N: -0.31 -2.16 0.91
C: 0.40 -2.74 1.90
C: 0.08 -4.12 2.32
C: 0.26 -4.49 3.65
C: -0.03 -5.78 4.07
C: -0.49 -6.72 3.16
C: -0.64 -6.37 1.83
C: -0.36 -5.08 1.41
C: 1.52 -2.03 2.51
C: 2.72 -2.71 2.78
C: 3.81 -2.04 3.29
C: 3.74 -0.68 3.55
C: 2.56 0.00 3.32
C: 1.45 -0.66 2.81
H: 0.61 -3.75 4.36
H: 0.09 -6.04 5.11
H: -0.71 -7.73 3.49
H: -0.98 -7.11 1.10
H: -0.48 -4.83 0.36
H: 2.78 -3.77 2.56
H: 4.73 -2.58 3.47
H: 4.61 -0.16 3.94
H: 2.49 1.06 3.54
H: 0.53 -0.13 2.64

Values from the calculation:
Kohn-Sham gap (alpha / beta)	4.676 / 4.150	eV
E	-1842.76324	Ha
ΔE to the lowest compared entry with this formula, charge and spin	3.987	eV

Q: What is the formula in the first record?
A: C2H7BrSi

Q: The highest E belongs to which entry?
A: C2H3N2S2

Please write out number 2 again, unchanged.
This record from the Open Molecules 2025 dataset describes an isolated ion of composition C2H3N2S2 and charge +1. The level of theory is the ωB97M-V functional and the def2-TZVPD basis.

Cartesian coordinates (Å):
S: 1.35 -2.47 -1.20
C: 1.65 -0.92 -0.61
N: 0.83 0.05 -0.29
C: -0.46 0.23 0.01
N: -1.13 -0.54 0.81
S: -0.66 -2.14 1.14
H: 2.60 -0.68 -0.13
H: -0.93 1.21 -0.27
H: -2.13 -0.30 1.07

Values from the calculation:
Kohn-Sham gap (alpha / beta)	5.835 / 5.451	eV
E	-983.48298	Ha
net charge	+1
SMILES	S=C/N=C\[NH+]=S
ΔE to the lowest compared entry with this formula, charge and spin	3.814	eV

Q: What is the ΔE to the lowest compared entry with this formula, charge and spin in the third record?
A: 3.987 eV